1.
A molecular structure, CI3NO2. Source: OMol25; level of theory: ωB97M-V/def2-TZVPD.

```
7
Properties=species:S:1:pos:R:3:forces:R:3
C -0.466984 0.363749 -0.936764 2.641 0.712 1.046
N 0.379949 -0.071484 0.512566 -3.149 1.763 -2.470
O -0.373772 0.068866 1.439712 0.295 -0.244 0.752
O 1.475721 -0.476085 0.458880 1.754 -0.802 0.137
I -2.400065 -0.868745 -1.019273 -1.697 -1.298 -0.132
I -1.085895 2.399354 -0.820094 0.290 -0.165 0.127
I 0.594264 -0.150569 -2.732218 -0.133 0.035 0.541
```
Forces are in eV/Å.

The calculation puts the LUMO energy (alpha / beta) at -0.54 / -4.05 eV. As for the net charge: 0. The frontier orbital gap (alpha / beta) comes out at 6.76 / 5.63 eV. As for the spin multiplicity: 3.

***

2.
2 unconnected molecules or ions with the total composition CI3OP. Source: OMol25; level of theory: ωB97M-V/def2-TZVPD.

```
6
Properties=species:S:1:pos:R:3:forces:R:3
C 0.646913 1.086363 0.217992 0.382 -0.821 -1.080
O -1.637162 0.316593 1.409536 -1.238 0.189 -0.369
P -0.682373 -0.227636 2.348034 0.724 -0.526 0.462
I 0.392528 -2.274275 1.430847 -0.085 -0.007 0.072
I 1.071454 2.628161 1.417471 0.336 1.192 0.693
I 1.116869 1.434741 -1.783760 -0.120 -0.027 0.222
```
Forces are in eV/Å.

The calculation puts the LUMO energy at -1.76 eV. As for the net charge: 0. The frontier orbital gap comes out at 7.09 eV. As for the spin multiplicity: 1.

***

3.
2 unconnected molecules or ions with the total composition CN2O2. Source: OMol25; level of theory: ωB97M-V/def2-TZVPD.

```
5
Properties=species:S:1:pos:R:3:forces:R:3
C -1.284966 -0.173095 -0.021355 2.241 -1.816 0.658
N -0.345035 -0.977865 0.062116 -0.875 -0.005 -0.338
N 1.380684 0.528312 -0.094437 -0.941 0.891 -0.202
O -2.139706 0.583560 0.011532 -1.823 1.508 -0.290
O 2.389022 0.039089 0.042146 1.398 -0.577 0.172
```
Forces are in eV/Å.

The calculation puts the LUMO energy (alpha / beta) at 0.10 / -3.44 eV. As for the net charge: 0. The frontier orbital gap (alpha / beta) comes out at 8.60 / 7.81 eV. As for the spin multiplicity: 3.

***

4.
2 unconnected molecules or ions with the total composition CN2O2S2. Source: OMol25; level of theory: ωB97M-V/def2-TZVPD.

```
7
Properties=species:S:1:pos:R:3:forces:R:3
C -1.550515 0.940357 0.061754 -0.032 -1.221 -0.521
N -1.417304 1.912457 0.649118 0.012 0.837 0.405
N 1.770845 -0.214949 -0.048693 -3.844 -2.867 3.029
O 1.249819 0.439256 -0.822820 -0.114 2.990 -3.426
O 2.740058 -0.601676 0.420038 4.038 -0.166 0.387
S -1.664902 -0.553689 -0.800299 0.044 -0.159 0.637
S -1.128000 -1.921754 0.540899 -0.105 0.586 -0.509
```
Forces are in eV/Å.

The calculation puts the LUMO energy (alpha / beta) at -2.74 / -0.52 eV. As for the net charge: 0. The frontier orbital gap (alpha / beta) comes out at 6.50 / 9.25 eV. As for the spin multiplicity: 1.

***

5.
CN2O2S2 in the gas phase. Source: OMol25; level of theory: ωB97M-V/def2-TZVPD.

```
7
Properties=species:S:1:pos:R:3:forces:R:3
C -1.706558 0.654889 -0.031555 4.220 1.285 -0.352
N -0.678488 1.381210 -0.107978 -4.923 -2.039 0.205
N 1.364070 -0.624826 0.049226 -0.407 2.036 0.013
O 2.494800 -0.938868 0.251432 0.225 0.265 -0.050
O 0.392860 -1.285156 -0.084894 -0.951 -1.396 -0.116
S -2.760583 -0.469833 0.000753 -0.795 0.264 0.073
S 0.893898 1.282583 -0.076982 2.632 -0.416 0.228
```
Forces are in eV/Å.

The calculation puts the LUMO energy at -1.01 eV. As for the net charge: 0. The frontier orbital gap comes out at 8.07 eV. As for the spin multiplicity: 1.

***

6.
2 unconnected molecules or ions with the total composition CN2O3. Source: OMol25; level of theory: ωB97M-V/def2-TZVPD.

```
6
Properties=species:S:1:pos:R:3:forces:R:3
C -1.515601 -0.237408 0.013117 -1.716 -0.475 0.000
N 1.603688 0.252238 -0.049533 2.716 0.780 2.273
N 2.479295 0.478787 0.568954 2.792 0.720 1.341
O -1.572117 -1.191536 -0.646200 0.168 0.168 0.159
O 0.646778 0.002054 -0.577088 -4.419 -1.273 -3.812
O -1.642041 0.695866 0.690748 0.459 0.080 0.040
```
Forces are in eV/Å.

The calculation puts the LUMO energy at 0.59 eV. As for the net charge: 0. The frontier orbital gap comes out at 12.92 eV. As for the spin multiplicity: 1. As for the SMILES: N#[N+][O-].O=C=O.

***

7.
CN2O4S in the gas phase. Source: OMol25; level of theory: ωB97M-V/def2-TZVPD.

```
8
Properties=species:S:1:pos:R:3:forces:R:3
C 2.026578 -1.058549 -0.027534 -4.328 0.787 -0.279
N 0.855044 -0.899038 -0.335054 -0.147 0.067 -0.005
N -0.849998 2.179438 0.311925 0.663 0.117 -2.277
O 3.127310 -1.169517 0.314087 1.760 -0.323 0.173
O -0.509132 2.397551 -0.760786 -0.304 -0.065 1.687
O -1.906182 -1.567959 0.431060 -0.960 -1.859 1.362
O -1.437000 0.757657 0.472374 -0.085 -1.398 -0.052
S -1.306620 -0.639583 -0.406074 3.402 2.672 -0.610
```
Forces are in eV/Å.

The calculation puts the LUMO energy at -2.16 eV. As for the net charge: 0. The frontier orbital gap comes out at 7.73 eV. As for the spin multiplicity: 1.

***

8.
3 unconnected molecules or ions with the total composition CN4O3. Source: OMol25; level of theory: ωB97M-V/def2-TZVPD.

```
8
Properties=species:S:1:pos:R:3:forces:R:3
C -6.797354 -0.863035 0.024501 -0.737 0.771 0.712
N -6.495298 -1.978761 0.197941 0.631 -1.388 -0.234
N -5.367800 1.841346 -0.504586 3.208 -0.377 1.201
N -4.398180 1.554883 -0.037951 -2.803 0.762 -1.322
N 9.909248 -0.367631 0.466226 -1.352 -1.131 0.389
O -7.177666 0.296655 -0.025196 -0.350 0.230 -0.357
O 10.842684 0.458908 0.488307 -0.387 -0.636 -1.527
O 9.484368 -0.942365 -0.609245 1.790 1.769 1.137
```
Forces are in eV/Å.

The calculation puts the LUMO energy at 5.74 eV. As for the net charge: -2. The frontier orbital gap comes out at 7.25 eV. As for the spin multiplicity: 1.

***

9.
2 unconnected molecules or ions with the total composition CN4O4. Source: OMol25; level of theory: ωB97M-V/def2-TZVPD.

```
9
Properties=species:S:1:pos:R:3:forces:R:3
C 2.272556 0.930218 0.223662 -1.556 0.028 1.080
N 3.308431 0.546694 -0.121580 2.409 -0.699 -1.213
N -0.377555 -1.781342 -0.175120 -2.084 1.611 -0.204
N -0.525930 -0.662510 -0.064073 3.359 -3.209 -0.034
N -1.614953 0.698845 -0.066597 -2.032 2.787 -0.284
O -2.459944 0.479508 0.684382 -0.309 -0.469 0.763
O -0.505822 -2.922479 -0.338254 0.850 -0.660 0.100
O -1.284052 1.490301 -0.822418 0.647 -0.064 -0.373
O 1.187265 1.220767 0.679999 -1.284 0.675 0.164
```
Forces are in eV/Å.

The calculation puts the LUMO energy (alpha / beta) at -3.82 / -4.51 eV. As for the net charge: 0. The frontier orbital gap (alpha / beta) comes out at 4.63 / 3.26 eV. As for the spin multiplicity: 1.

***

10.
A gas-phase ion, CN5O2 (charge -1). Source: OMol25; level of theory: ωB97M-V/def2-TZVPD.

```
8
Properties=species:S:1:pos:R:3:forces:R:3
C -0.080032 -0.411229 0.160266 -1.467 6.025 -0.418
N -2.180142 -0.428152 -0.333331 1.006 -0.165 -1.363
N -1.005595 -0.842753 -0.747793 2.236 -2.412 0.004
N -0.743059 0.709925 0.838483 0.747 -2.739 -0.583
N -1.998906 0.537181 0.511476 0.304 1.653 2.326
N 1.546092 0.141552 -0.025545 2.464 -2.185 -4.912
O 2.337751 -0.311105 0.763666 -1.410 0.649 1.085
O 2.123890 0.604583 -1.167221 -3.880 -0.826 3.861
```
Forces are in eV/Å.

The calculation puts the LUMO energy at 3.02 eV. As for the net charge: -1. The frontier orbital gap comes out at 8.77 eV. As for the spin multiplicity: 1. As for the SMILES: [O-][N+]([O-])=C1N=NN=N1.

***

11.
A gas-phase ion, CNO6S (charge -1). Source: OMol25; level of theory: ωB97M-V/def2-TZVPD.

```
9
Properties=species:S:1:pos:R:3:forces:R:3
C 1.802141 0.085929 0.171097 2.457 -0.016 -0.039
N -1.548421 0.634708 -0.069899 0.151 0.742 -0.913
O 1.353214 0.609217 1.137356 -0.659 0.482 0.283
O 2.781481 -0.060257 -0.499925 -0.782 0.073 -0.067
O -2.358761 1.137798 0.698262 0.693 -0.570 -0.567
O -1.236076 1.067303 -1.167942 -0.513 0.208 0.540
O -1.596609 -2.016476 -0.039986 0.615 0.554 -0.261
O 0.636918 -1.069809 -0.451198 -0.896 0.204 -0.754
S -0.600033 -1.035620 0.407621 -1.067 -1.677 1.777
```
Forces are in eV/Å.

The calculation puts the LUMO energy at 3.65 eV. As for the net charge: -1. The frontier orbital gap comes out at 9.10 eV. As for the spin multiplicity: 1.

***

12.
2 unconnected molecules or ions with the total composition CO3S3. Source: OMol25; level of theory: ωB97M-V/def2-TZVPD.

```
7
Properties=species:S:1:pos:R:3:forces:R:3
C 1.960188 0.022702 -0.205633 -1.436 0.379 -0.337
O -1.964380 0.970161 -0.927421 0.201 -0.023 0.004
O -1.245677 0.699260 1.417012 0.063 -0.044 -0.267
O 0.872004 0.339294 -0.467450 1.016 0.072 -0.070
S 3.392600 -0.403238 0.127907 0.959 -0.277 0.237
S -1.495117 -1.763730 -0.079896 -0.054 1.098 0.099
S -1.519619 0.135553 0.135484 -0.748 -1.205 0.335
```
Forces are in eV/Å.

The calculation puts the LUMO energy at -0.87 eV. As for the net charge: 0. The frontier orbital gap comes out at 9.39 eV. As for the spin multiplicity: 1. As for the SMILES: O=S(=O)=S.O=C=S.

***

Result set for energy above the lowest of the compared OMol25 structures with the same formula, charge and spin: 0.0 217.1 3.8 179.5 93.4 51.1 144.8 23.0 381.3 585.7 61.4 3.3 kJ/mol, one per record in the order listed.
Result set for max |F|: 4.37 1.42 2.96 5.67 5.33 5.97 4.41 3.45 4.65 6.21 2.67 1.52 eV Å⁻¹, one per record in the order listed.